{
  "formula": "C17H37N4O19",
  "method": "ωB97M-V/def2-TZVPD",
  "energy_ha": -2318.13022,
  "total_charge": -1,
  "e_lumo_ev": -1.3,
  "homo_lumo_gap_ha": 0.060,
  "largest_force_ha_per_bohr": 0.153,
  "e_homo_ha": -0.1091,
  "relative_energy_ev": 13.745,
  "symbols": ["H", "C", "H", "H", "H", "H", "H", "H", "O", "H", "H", "C", "C", "H", "N", "C", "H", "H", "C", "O", "C", "O", "O", "O", "O", "H", "H", "C", "H", "O", "H", "H", "O", "C", "C", "H", "H", "H", "H", "H", "O", "C", "H", "O", "H", "H", "O", "H", "H", "H", "H", "N", "H", "C", "O", "C", "H", "N", "O", "O", "O", "O", "C", "O", "N", "C", "H", "C", "H", "O", "C", "H", "H", "O", "H", "H", "C"],
  "positions_angstrom": [[3.327, -5.893, 1.987], [5.348, -7.855, 0.999], [-3.739, 4.414, 1.451], [-5.357, -0.768, -0.598], [-3.558, -3.886, -3.778], [-0.897, -1.424, 5.152], [2.426, -5.092, 0.575], [-2.862, 4.842, -0.055], [-3.445, -4.683, 0.820], [-2.958, -1.768, -2.569], [4.640, -5.217, -0.689], [5.342, 3.348, -1.897], [-4.250, -5.696, 0.609], [-5.722, 7.494, -0.133], [5.016, 1.954, -1.382], [-0.448, -2.897, 5.907], [3.467, 4.101, -2.904], [4.895, 1.341, -2.175], [-0.010, 0.234, 0.786], [2.026, 0.992, -5.277], [-5.711, -0.712, -1.627], [0.038, 1.608, -4.484], [-0.283, -0.544, -0.106], [0.571, 1.861, -6.637], [-5.428, 5.103, -0.791], [-6.728, 7.901, 2.052], [0.691, 1.376, -3.819], [-4.886, 5.660, 0.151], [6.258, -8.080, 1.554], [-0.733, 0.072, 1.849], [3.910, -4.341, 1.449], [3.607, 4.492, -1.153], [-0.766, -3.523, 4.851], [-4.221, -3.025, -3.862], [-6.509, 6.850, 1.861], [-4.066, -2.656, -1.878], [3.080, 3.650, 3.353], [-6.226, 0.248, -1.674], [6.654, 0.864, -0.845], [5.395, 1.021, 0.414], [0.863, 1.106, 0.681], [5.970, 1.551, -0.345], [-5.256, -3.366, -3.840], [-5.213, -5.471, -0.147], [4.669, 5.223, -2.113], [4.162, 2.032, -0.847], [0.352, -3.431, 6.718], [-6.470, -1.487, -1.727], [-2.887, -5.064, 1.501], [-4.580, 7.421, 0.985], [-1.216, -0.724, 1.619], [4.155, -5.835, -0.055], [-4.318, -2.524, -4.825], [-4.677, -0.786, -2.743], [6.489, 3.783, -2.047], [3.356, -5.223, 1.128], [6.563, 2.390, 0.020], [-3.916, -2.065, -2.684], [-4.465, 0.149, -3.513], [-0.781, -1.673, 6.072], [5.204, 5.063, 4.926], [4.967, 4.946, 2.856], [4.150, 4.266, -2.070], [6.420, -5.839, 0.480], [-5.445, 6.988, 0.696], [5.427, -6.466, 0.455], [-2.967, 5.833, 1.362], [-3.557, 5.191, 0.709], [5.229, -8.560, 0.175], [-3.969, -6.820, 1.070], [0.929, 1.468, -5.496], [-5.955, 6.409, 2.689], [3.630, -6.401, -0.707], [3.452, 3.851, 4.215], [4.519, -8.045, 1.681], [-7.319, 6.146, 1.670], [4.596, 4.602, 3.962]]
}